(1)
{"formula": "C2H8N2", "method": "ωB97M-V/def2-TZVPD", "smiles": "C=CN.N", "homo_ev": -8.8, "total_charge": 0, "mol_weight_da": 60.1, "e_above_lowest_kcal_mol": 35.4, "homo_lumo_gap_ev": 9.61, "symbols": ["C", "C", "N", "H", "H", "H", "H", "H", "N", "H", "H", "H"], "positions_angstrom": [[0.964160, 1.838309, -0.812341], [-0.043319, 1.262357, -0.059885], [-1.077326, 0.354614, -0.379764], [1.080332, 1.652637, -1.846293], [1.375142, 2.895946, -0.600509], [-0.115764, 1.611195, 0.953933], [-0.756164, -0.645556, -0.059972], [-1.825831, 0.501993, 0.260164], [-0.090223, -2.366051, 0.435255], [-0.407983, -1.922493, 1.321709], [0.101386, -3.287946, 0.590740], [0.795595, -1.895002, 0.196963]], "forces_ev_per_a": [[-2.2, 1.1, 1.3], [2.0, 2.2, -0.7], [1.8, -3.1, 0.0], [0.0, -0.7, -1.0], [-0.3, -2.2, 0.7], [0.1, 0.6, 0.5], [-0.9, 2.1, -1.6], [-0.7, 0.5, 0.5], [-0.2, 3.9, 0.3], [0.4, -0.8, -0.7], [0.5, -3.0, 0.6], [-0.5, -0.4, 0.1]]}

---

(2)
{"formula": "C2H8N2", "method": "ωB97M-V/def2-TZVPD", "smiles": "C=CN.N", "homo_ev": -8.2, "total_charge": 0, "mol_weight_da": 60.1, "e_above_lowest_kcal_mol": 19.4, "homo_lumo_gap_ev": 9.09, "symbols": ["C", "C", "N", "H", "H", "H", "H", "H", "N", "H", "H", "H"], "positions_angstrom": [[-0.566190, -1.856629, 0.686547], [0.410556, -1.132050, 1.266743], [0.844080, 0.150162, 0.930331], [-0.918053, -1.596218, -0.309882], [-1.032891, -2.602787, 1.320215], [0.797608, -1.596812, 2.169886], [0.622770, 0.414852, -0.020615], [0.518600, 0.839200, 1.581956], [-0.007770, 1.783102, -1.739029], [-0.735901, 2.333703, -1.312899], [0.591614, 2.235488, -2.407434], [-0.524428, 1.027993, -2.165824]], "forces_ev_per_a": [[0.9, 0.8, 0.1], [-1.7, -0.7, 0.4], [1.0, -0.6, -0.7], [-0.5, 0.0, 0.3], [0.3, -0.6, -0.7], [0.1, 0.7, 0.3], [-0.2, 0.3, 0.0], [0.1, 0.2, 0.2], [-0.4, -1.0, 0.6], [0.3, 0.8, -0.2], [-0.3, 0.4, -0.1], [0.3, -0.2, -0.4]]}

---

(3)
{"formula": "C2H8N2", "method": "ωB97M-V/def2-TZVPD", "smiles": "C=N.CN", "homo_ev": -8.8, "total_charge": 0, "mol_weight_da": 60.1, "e_above_lowest_kcal_mol": 34.5, "homo_lumo_gap_ev": 9.82, "symbols": ["C", "N", "H", "H", "H", "C", "N", "H", "H", "H", "H", "H"], "positions_angstrom": [[1.568673, 3.738115, 2.138186], [0.379166, 3.891388, 2.506136], [2.353972, 4.170969, 2.747961], [1.765240, 3.148642, 1.230034], [-0.378473, 3.311577, 2.155974], [-0.845518, -2.849999, -2.115114], [-0.870796, -2.462593, -0.687936], [-1.731686, -3.439929, -2.313612], [0.090732, -3.368439, -2.288889], [-0.794305, -1.939841, -2.721463], [-1.464314, -1.659902, -0.565108], [-0.072691, -2.539988, -0.086170]], "forces_ev_per_a": [[-1.0, -0.8, -1.0], [-0.4, 0.3, 2.0], [0.2, 0.3, -0.4], [0.7, 0.0, 0.4], [0.5, 0.2, -1.0], [0.9, 0.9, 1.5], [-1.1, -0.3, -0.6], [0.1, -0.2, -0.5], [-0.2, -0.5, -0.3], [-0.3, -0.3, -0.3], [0.4, 0.1, 0.5], [0.2, 0.2, -0.4]]}

---

(4)
{"formula": "C2H8N2O", "method": "ωB97M-V/def2-TZVPD", "smiles": "CNCNO", "homo_ev": -8.5, "total_charge": 0, "mol_weight_da": 76.1, "e_above_lowest_kcal_mol": 70.0, "homo_lumo_gap_ev": 9.61, "symbols": ["C", "N", "C", "N", "O", "H", "H", "H", "H", "H", "H", "H", "H"], "positions_angstrom": [[0.370855, 1.507367, -0.182879], [-0.840345, 0.720147, -0.337439], [-0.873855, -0.477163, 0.474881], [-0.054755, -1.528513, -0.106949], [1.321495, -1.281073, 0.293761], [0.216465, 2.493677, -0.631999], [1.224955, 1.051017, -0.691609], [0.620875, 1.667737, 0.871031], [-0.995245, 0.489187, -1.313009], [-1.908415, -0.836893, 0.484301], [-0.614595, -0.282043, 1.522501], [-0.023725, -1.402963, -1.117409], [1.556295, -2.120483, 0.734821]], "forces_ev_per_a": [[0.2, 0.4, -0.6], [-0.3, 0.6, 1.0], [-0.7, 0.1, -1.1], [0.8, -0.7, 0.9], [-0.2, -0.8, 0.1], [0.0, -0.1, 0.1], [0.2, 0.0, 0.2], [-0.2, -0.2, -0.2], [-0.1, 0.1, 0.2], [0.1, -0.1, -0.1], [0.3, 0.0, -0.4], [-0.1, 0.0, 0.2], [-0.1, 0.6, -0.3]]}

---

(5)
{"formula": "C2H8N2O", "method": "ωB97M-V/def2-TZVPD", "smiles": "[H]/N=C/NC.O", "homo_ev": -8.6, "total_charge": 0, "mol_weight_da": 76.1, "e_above_lowest_kcal_mol": 35.9, "homo_lumo_gap_ev": 9.64, "symbols": ["H", "N", "C", "N", "C", "H", "H", "H", "H", "H", "O", "H", "H"], "positions_angstrom": [[-0.780526, -2.011003, 1.871594], [-0.299829, -1.163955, 1.576236], [-0.381402, -1.081563, 0.292544], [0.117877, -0.048856, -0.420866], [0.270510, -0.108369, -1.869292], [-0.671903, -1.991556, -0.233501], [0.320540, 0.686071, 0.246740], [1.204272, -0.567905, -2.167092], [0.041060, 0.832897, -2.365581], [-0.647724, -0.650176, -2.138891], [0.352138, 2.199785, 1.425432], [-0.520219, 2.035669, 1.757862], [0.995201, 1.868960, 2.024809]], "forces_ev_per_a": [[0.2, 0.1, 0.1], [-0.6, 0.6, -0.2], [1.0, -1.4, 0.5], [-0.4, -0.3, 0.8], [-1.9, 0.1, 0.9], [-0.4, 0.3, -0.7], [0.6, 0.8, -0.9], [0.0, 0.0, -0.3], [0.7, 0.4, 0.3], [0.7, -0.6, -0.6], [0.0, 0.9, -1.5], [-0.5, -0.3, 0.6], [0.5, -0.6, 1.1]]}

---

(6)
{"formula": "C2H8N2O", "method": "ωB97M-V/def2-TZVPD", "smiles": "C[N@@H+]([O-])CN", "homo_ev": -8.5, "total_charge": 0, "mol_weight_da": 76.1, "e_above_lowest_kcal_mol": 81.2, "homo_lumo_gap_ev": 9.30, "symbols": ["C", "N", "O", "C", "N", "H", "H", "H", "H", "H", "H", "H", "H"], "positions_angstrom": [[1.502067, 0.660548, 0.533189], [0.348450, -0.330669, 0.286936], [-0.215888, -0.373156, 1.511956], [-0.672716, 0.113178, -0.757239], [-1.909206, -0.560596, -0.563621], [1.061707, 1.634221, 0.727058], [2.124602, 0.357002, 1.371980], [2.085139, 0.698318, -0.387097], [0.722450, -1.258710, 0.009500], [-0.257016, -0.062134, -1.752117], [-0.828260, 1.182924, -0.594177], [-1.848683, -1.540669, -0.823761], [-2.112647, -0.520256, 0.437392]], "forces_ev_per_a": [[-0.4, -0.7, -1.9], [1.5, 1.5, 1.5], [-1.1, -0.8, 0.5], [0.0, 0.1, 0.1], [0.0, -0.2, -0.1], [-0.2, -0.2, 0.1], [-0.4, -0.4, -0.1], [0.3, 0.2, -0.1], [0.0, 0.4, 0.1], [0.0, 0.0, 0.0], [0.2, -0.1, 0.1], [0.0, 0.1, 0.0], [0.1, 0.0, -0.1]]}

---

(7)
{"formula": "C2H8N2O", "method": "ωB97M-V/def2-TZVPD", "homo_ev": [-15.3, -13.8], "multiplicity": 2, "total_charge": 1, "mol_weight_da": 76.1, "e_above_lowest_kcal_mol": 52.5, "homo_lumo_gap_ev": [11.55, 4.15], "symbols": ["C", "N", "H", "H", "H", "H", "H", "C", "N", "O", "H", "H", "H"], "positions_angstrom": [[-0.809087, -2.780350, 0.725354], [-0.695426, -1.300793, 0.569846], [-0.081837, -3.260684, 0.070836], [-0.718321, -3.073389, 1.764809], [-1.758287, -3.057306, 0.285377], [-0.142787, -0.939851, 1.343024], [-1.600479, -0.886948, 0.776053], [0.558880, 1.760561, -0.823555], [1.398786, 0.816061, -0.505749], [-0.381760, 2.181368, -0.139793], [0.781790, 2.290744, -1.768352], [1.195056, 0.284416, 0.330871], [2.008571, 0.423910, -1.214614]], "forces_ev_per_a": [[0.0, 0.7, -1.4], [-0.3, 0.0, 1.5], [0.3, -0.1, 0.4], [0.0, -0.2, 0.1], [-0.3, -0.2, 0.3], [0.3, -0.1, -0.1], [-0.2, 0.1, -0.5], [0.6, 0.5, -0.5], [-0.3, -0.5, 0.0], [-0.2, -0.3, 0.1], [-0.3, 0.1, 0.1], [0.2, -0.2, -0.2], [0.1, 0.2, 0.2]]}

---

(8)
{"formula": "C2H8N2O2", "method": "ωB97M-V/def2-TZVPD", "homo_ev": [0.7, -6.2], "multiplicity": 2, "total_charge": -1, "mol_weight_da": 92.1, "e_above_lowest_kcal_mol": 5.4, "homo_lumo_gap_ev": [3.20, 9.91], "symbols": ["C", "N", "C", "N", "O", "H", "H", "H", "H", "H", "H", "H", "H", "O"], "positions_angstrom": [[0.551607, -1.797666, 0.778307], [0.507307, -0.419417, 0.356992], [1.050974, -0.109096, -0.864917], [0.654811, 1.100190, -1.374393], [1.799014, -0.865811, -1.469755], [0.108924, -2.515828, 0.083454], [-0.011617, -1.891220, 1.703369], [1.574575, -2.117063, 0.961828], [-0.375445, 0.068857, 0.512257], [0.221136, 1.780704, -0.770867], [0.597400, 1.149019, -2.372688], [-2.914771, 1.966860, 0.389024], [-1.769770, 1.955748, 1.491608], [-1.994140, 1.694723, 0.575786]], "forces_ev_per_a": [[0.0, -0.2, 0.4], [-0.4, 0.3, -0.3], [-0.2, -0.3, -0.1], [0.5, 0.0, 0.3], [0.0, -0.1, -0.1], [0.0, 0.2, -0.3], [0.0, 0.1, 0.2], [0.1, 0.0, 0.0], [0.1, -0.1, 0.2], [-0.5, -0.1, -0.2], [0.1, 0.3, 0.0], [-0.1, 0.1, 0.3], [-0.4, 0.2, 0.1], [0.8, -0.4, -0.4]]}

---

(9)
{"formula": "C2H8N2O2", "method": "ωB97M-V/def2-TZVPD", "homo_ev": -8.2, "total_charge": 0, "mol_weight_da": 92.1, "e_above_lowest_kcal_mol": 99.1, "homo_lumo_gap_ev": 9.01, "symbols": ["C", "N", "H", "H", "H", "H", "H", "N", "C", "O", "O", "H", "H", "H"], "positions_angstrom": [[1.568659, -0.768564, 0.003568], [0.759005, 0.253878, -0.670535], [-0.415194, -0.126476, -0.944669], [1.216515, 0.686002, -1.468738], [1.787461, -1.579673, -0.690365], [2.501691, -0.344259, 0.377594], [0.980746, -1.169262, 0.827279], [-1.935293, -0.593239, 0.569078], [0.134944, 1.338995, 0.189296], [-1.619970, 0.256641, -0.550584], [0.144605, 2.476485, -0.190112], [-2.510822, -1.345024, 0.189984], [-2.558635, -0.041720, 1.157766], [-0.053712, 0.956217, 1.200438]], "forces_ev_per_a": [[0.0, 0.2, 0.1], [-0.4, 0.2, 0.0], [-1.4, 0.8, 0.9], [0.0, 0.1, 0.1], [0.0, 0.1, 0.0], [0.0, -0.1, 0.0], [0.1, 0.0, 0.0], [0.2, 0.0, -0.2], [1.0, 0.2, -0.7], [0.8, -0.8, -0.3], [0.0, -0.8, 0.3], [0.0, 0.1, 0.1], [0.0, 0.0, -0.2], [-0.3, 0.1, -0.1]]}